[1]
{
  "formula": "C6H8O2S2",
  "method": "ωB97M-V/def2-TZVPD",
  "e_above_lowest_kcal_mol": 33.8,
  "orbital_gap_ha": [0.304, 0.304],
  "lumo_energy_ha": [0.016, 0.016],
  "elements": ["H", "C", "C", "S", "H", "H", "C", "H", "H", "C", "C", "S", "H", "O", "H", "H", "O", "C"],
  "coordinates": [[-0.432, 3.509, -2.191], [2.167, -2.148, 1.320], [-1.474, -0.392, -0.144], [2.484, -0.535, 0.538], [-0.167, 1.877, -2.871], [-1.576, 2.185, -1.815], [0.829, -0.064, 0.215], [-2.702, -0.237, 1.724], [1.830, -2.852, 0.564], [-0.436, -0.611, 0.825], [-0.530, 2.441, -2.010], [-3.108, -0.288, 0.449], [-1.387, -0.673, -1.175], [0.261, 2.163, -0.850], [1.417, -2.020, 2.095], [3.107, -2.476, 1.751], [-0.601, -0.823, 2.018], [0.316, 0.945, -0.446]],
  "forces_ev_per_angstrom": [[0.0215, -0.0887, 0.0400], [-0.1251, 0.2862, -0.2382], [0.2858, 1.1963, -0.2797], [-0.0601, -0.0056, 0.2982], [0.0372, 0.0324, 0.1328], [0.1689, -0.0236, 0.0879], [0.9078, -0.0024, -0.0326], [-0.0470, 0.0119, 0.2030], [0.0097, -0.1018, 0.0725], [0.4252, 0.4203, -0.0401], [-0.3684, 0.0157, -0.4199], [-0.0796, 0.0270, -0.2191], [0.2148, -0.2329, -0.1228], [0.8115, 0.0760, 0.3877], [0.0468, -0.0715, 0.0359], [0.0850, -0.0287, -0.0101], [0.1785, -0.1998, -0.0014], [-2.5126, -1.3108, 0.1060]],
  "mulliken_charge": [0.245, -0.837, -0.549, -0.084, 0.313, 0.304, 0.334, 0.164, 0.266, 0.547, -0.629, -0.222, 0.429, -0.330, 0.262, 0.376, -0.685, 0.097]
}

=====

[2]
{
  "formula": "C6H8O3",
  "method": "ωB97M-V/def2-TZVPD",
  "e_above_lowest_kcal_mol": 59.8,
  "orbital_gap_ha": 0.323,
  "lumo_energy_ha": 0.021,
  "elements": ["C", "H", "C", "H", "H", "C", "H", "C", "H", "O", "O", "C", "O", "H", "H", "C", "H"],
  "coordinates": [[-1.088, -1.021, -1.468], [-0.838, 2.121, 0.177], [1.719, -0.146, -0.130], [-2.410, 0.862, 0.621], [0.206, 1.581, -1.289], [-0.264, 1.357, -0.340], [-0.170, -1.178, -1.999], [-1.210, -0.127, -0.491], [-0.523, 0.675, 2.382], [2.234, 0.285, -1.129], [2.150, -1.265, 0.479], [0.234, 0.143, 1.829], [-2.372, -0.006, 0.202], [0.801, -0.613, 2.344], [2.974, -1.549, 0.053], [0.512, 0.466, 0.532], [-1.954, -1.585, -1.774]],
  "forces_ev_per_angstrom": [[0.1573, 0.1378, 0.3053], [-0.0595, -0.0081, -0.2691], [-0.4079, -0.4389, 0.0469], [-0.0727, -0.2367, -0.0762], [-0.1093, 0.2493, 0.1655], [-1.3948, -4.2337, 0.1229], [0.2120, 0.2858, -0.2403], [-0.9898, 3.8930, -2.3927], [-0.2077, -0.0198, 0.0330], [0.0605, 0.1698, -0.0003], [0.1720, 0.0138, 0.2192], [0.7940, 0.8168, -1.2434], [0.0619, -0.1915, 0.3954], [0.0565, -0.0395, 0.0034], [-0.1721, 0.1193, -0.0952], [1.9002, -0.0302, 2.6101], [-0.0006, -0.4873, 0.4155]],
  "mulliken_charge": [-0.982, 0.341, 0.194, 0.339, 0.298, -0.981, 0.287, 0.580, 0.249, -0.561, -0.451, -0.829, -0.525, 0.329, 0.347, 1.048, 0.316]
}

=====

[3]
{
  "formula": "C6H8O4Pr",
  "method": "ωB97M-V/def2-TZVPD",
  "charge": 1,
  "orbital_gap_ha": [0.312, 0.315],
  "lumo_energy_ha": [-0.141, -0.139],
  "multiplicity": 3,
  "elements": ["H", "C", "O", "C", "H", "Pr", "H", "C", "H", "O", "C", "C", "H", "H", "H", "O", "C", "H", "O"],
  "coordinates": [[1.555, 2.009, 2.613], [0.655, 0.901, -2.486], [0.846, 0.283, 1.691], [0.811, 1.659, 1.871], [-2.095, -5.420, 1.518], [0.130, -0.552, -0.022], [-2.689, -5.459, -0.292], [0.534, 2.031, -1.756], [-0.185, 1.986, 2.240], [-1.705, -2.531, 0.297], [-1.901, -3.687, 0.414], [-2.224, -4.940, 0.547], [0.932, 3.491, 0.663], [0.551, 3.049, -2.142], [0.796, 0.994, -3.572], [0.547, -0.309, -1.975], [1.095, 2.406, 0.571], [2.146, 2.227, 0.231], [0.201, 1.861, -0.410]],
  "forces_ev_per_angstrom": [[-0.3014, -0.2635, -0.2184], [0.1566, 2.5741, -1.1960], [0.3305, 0.2349, 0.3795], [0.0098, 1.6943, 0.6699], [0.0138, 0.1066, -0.3424], [-1.4103, -2.3277, 1.8029], [0.2398, 0.1272, 0.2387], [-0.0171, -0.5621, -0.9796], [0.3861, -0.2190, -0.0549], [0.5388, -0.0095, 0.0101], [-0.6807, -0.3841, 0.0361], [0.0823, 0.3227, 0.0602], [0.0349, -0.3208, 0.0415], [0.0783, -0.3499, 0.1057], [0.0515, -0.1206, 0.4662], [0.4076, -0.4160, -1.5265], [1.0934, 0.2233, 0.2335], [-0.7157, 0.1219, 0.2076], [-0.2982, -0.4319, 0.0659]],
  "mulliken_spin": [-0.001, 0.001, -0.012, 0.001, 0.000, 2.020, 0.000, -0.001, -0.001, 0.003, 0.000, 0.000, 0.000, 0.000, -0.001, -0.010, 0.000, 0.000, 0.000]
}

=====

[4]
{
  "formula": "C6H8O4S",
  "method": "ωB97M-V/def2-TZVPD",
  "e_above_lowest_kcal_mol": 24.9,
  "orbital_gap_ha": 0.422,
  "lumo_energy_ha": 0.025,
  "elements": ["C", "H", "H", "C", "C", "O", "H", "H", "C", "H", "O", "H", "O", "S", "C", "H", "C", "O", "H"],
  "coordinates": [[0.003, 0.576, -1.464], [-1.682, 1.774, -0.775], [1.265, -0.754, -2.469], [-0.419, -1.477, -0.177], [0.368, 0.075, 2.773], [2.125, 0.254, 0.720], [0.411, -1.057, 2.845], [0.718, 1.394, -1.743], [0.231, -0.667, -2.296], [-0.617, 0.432, 2.987], [0.654, 2.188, 1.130], [-0.268, -0.585, -3.324], [-0.319, -1.764, -1.490], [0.802, 0.727, 1.127], [-1.346, 0.729, -0.890], [-2.248, 0.016, -0.991], [-0.333, 0.008, -0.017], [-0.460, -2.261, 0.689], [1.114, 0.391, 3.366]],
  "forces_ev_per_angstrom": [[-0.1178, -1.5260, -0.3744], [0.4073, -0.6898, 0.7081], [1.3368, -0.8120, 0.0429], [1.3663, 2.1904, -1.3934], [-1.5174, -2.6204, -2.9323], [-1.3352, -0.1454, 0.6495], [-0.2382, 1.3356, -0.7163], [-1.1470, -0.4737, 1.0715], [-2.2411, 0.4916, -0.2811], [-0.4136, 0.3287, 0.3956], [-0.5713, -1.7814, 0.1116], [0.3124, -0.5288, 1.6183], [0.3638, -0.3181, -1.4026], [1.4846, 0.9794, 0.3498], [-2.1899, 0.2455, 0.5477], [1.6051, 1.2590, -0.8654], [1.0422, 2.1642, -1.2455], [-0.5375, -1.7852, 1.4001], [2.3904, 1.6864, 2.3161]],
  "mulliken_charge": [-0.191, 0.324, 0.318, 0.259, -1.151, -0.646, 0.325, 0.342, -0.437, 0.380, -0.676, 0.289, -0.393, 1.331, -0.627, 0.219, 0.372, -0.517, 0.480]
}

=====

[5]
{
  "formula": "C6H8O6Tm",
  "method": "ωB97M-V/def2-TZVPD",
  "charge": 3,
  "e_above_lowest_kcal_mol": 98.5,
  "orbital_gap_ha": [0.327, 0.134],
  "lumo_energy_ha": [-0.439, -0.600],
  "multiplicity": 3,
  "elements": ["C", "H", "O", "C", "H", "O", "C", "C", "O", "H", "H", "O", "O", "O", "H", "C", "H", "C", "H", "Tm", "H"],
  "coordinates": [[-0.076, 0.890, -0.637], [-0.215, 1.413, 0.315], [-2.453, -0.715, -0.474], [-1.694, -1.385, 0.356], [-0.211, 0.979, -2.752], [-1.986, 3.076, -2.644], [0.352, -0.538, -0.563], [-3.134, 2.598, -2.270], [-0.411, -1.280, 0.425], [-2.446, 0.515, -0.851], [-0.958, 3.354, -0.879], [-3.166, 1.811, -1.208], [-2.294, -2.220, 1.064], [-4.076, 3.400, -2.055], [1.380, -0.617, -0.193], [-0.768, 2.929, -1.872], [-0.043, 3.540, -2.421], [-0.301, 1.510, -1.799], [-4.146, 2.618, -0.879], [-4.130, -2.725, -0.064], [0.307, -1.047, -1.534]],
  "forces_ev_per_angstrom": [[1.2170, -2.1858, 3.5066], [-0.0486, -0.0319, -0.1124], [-0.0707, 2.7905, -1.5984], [-1.0160, -0.5809, 0.7999], [-0.0369, 0.0122, 0.1267], [1.4419, -0.7248, -2.7518], [-0.7287, -0.1493, -0.0283], [-0.1058, 4.6206, 5.4810], [0.7407, 0.5386, -0.1222], [-1.2265, -1.2784, 0.4560], [0.1367, 0.0847, -0.1404], [1.4367, -4.4740, 1.6173], [0.8813, 0.1269, -0.2990], [-1.2022, -0.5860, -1.5645], [0.2523, 0.2185, -0.0192], [-0.9864, -0.4439, 0.1385], [0.2130, 0.0539, 0.0444], [-0.8342, 2.3851, -3.6557], [0.5213, -0.1117, -2.2122], [-0.5569, -0.2744, 0.1640], [-0.0280, 0.0101, 0.1695]],
  "mulliken_spin": [0.395, 0.002, 0.014, -0.004, 0.001, 0.027, 0.060, -0.002, 0.013, -0.007, 0.001, 0.023, -0.001, 0.011, 0.053, 0.061, 0.047, 0.295, 0.000, 1.005, 0.004]
}

=====

[6]
{
  "formula": "C6H8OS",
  "method": "ωB97M-V/def2-TZVPD",
  "e_above_lowest_kcal_mol": 73.6,
  "orbital_gap_ha": 0.312,
  "lumo_energy_ha": -0.010,
  "elements": ["H", "C", "C", "H", "H", "C", "O", "H", "C", "H", "H", "C", "C", "S", "H", "H"],
  "coordinates": [[-0.393, -2.738, 0.497], [2.111, -1.390, 0.061], [0.539, 0.445, -0.177], [1.264, 1.019, -0.602], [2.671, -0.741, 0.565], [-0.436, -1.654, 0.177], [-2.786, -0.611, -0.894], [2.660, -1.154, -0.910], [0.706, -0.972, -0.078], [-0.696, 2.898, 0.633], [2.174, -2.545, 0.276], [-1.301, 2.206, 0.151], [-0.797, 0.852, 0.077], [-1.934, -0.594, 0.345], [-1.566, 2.691, -0.786], [-2.217, 2.289, 0.663]],
  "forces_ev_per_angstrom": [[-0.5335, 1.4288, -0.5256], [-1.0231, -4.9227, -4.1301], [-6.7472, 0.3085, 0.8546], [1.9634, 1.9801, -0.6154], [1.9100, 2.1618, 3.5058], [0.6799, -1.2258, 0.2176], [0.2968, -0.1454, 0.8911], [-0.9059, -0.9444, 0.3474], [-1.0201, -0.3980, 1.3916], [1.6844, 0.9698, 0.9419], [0.4164, 2.5070, -0.1356], [-1.4463, 0.6307, -1.3300], [4.0269, -1.9166, -0.5005], [1.7473, 0.2457, -1.2192], [0.2574, -0.3419, -0.6027], [-1.3064, -0.3374, 0.9090]],
  "mulliken_charge": [0.303, -1.280, -0.600, 0.472, 0.448, -0.591, -0.575, 0.323, 0.873, 0.411, 0.254, -1.380, 0.348, 0.293, 0.306, 0.396]
}

=====

Please write out number 5 again, unchanged.
{
  "formula": "C6H8O6Tm",
  "method": "ωB97M-V/def2-TZVPD",
  "charge": 3,
  "e_above_lowest_kcal_mol": 98.5,
  "orbital_gap_ha": [0.327, 0.134],
  "lumo_energy_ha": [-0.439, -0.600],
  "multiplicity": 3,
  "elements": ["C", "H", "O", "C", "H", "O", "C", "C", "O", "H", "H", "O", "O", "O", "H", "C", "H", "C", "H", "Tm", "H"],
  "coordinates": [[-0.076, 0.890, -0.637], [-0.215, 1.413, 0.315], [-2.453, -0.715, -0.474], [-1.694, -1.385, 0.356], [-0.211, 0.979, -2.752], [-1.986, 3.076, -2.644], [0.352, -0.538, -0.563], [-3.134, 2.598, -2.270], [-0.411, -1.280, 0.425], [-2.446, 0.515, -0.851], [-0.958, 3.354, -0.879], [-3.166, 1.811, -1.208], [-2.294, -2.220, 1.064], [-4.076, 3.400, -2.055], [1.380, -0.617, -0.193], [-0.768, 2.929, -1.872], [-0.043, 3.540, -2.421], [-0.301, 1.510, -1.799], [-4.146, 2.618, -0.879], [-4.130, -2.725, -0.064], [0.307, -1.047, -1.534]],
  "forces_ev_per_angstrom": [[1.2170, -2.1858, 3.5066], [-0.0486, -0.0319, -0.1124], [-0.0707, 2.7905, -1.5984], [-1.0160, -0.5809, 0.7999], [-0.0369, 0.0122, 0.1267], [1.4419, -0.7248, -2.7518], [-0.7287, -0.1493, -0.0283], [-0.1058, 4.6206, 5.4810], [0.7407, 0.5386, -0.1222], [-1.2265, -1.2784, 0.4560], [0.1367, 0.0847, -0.1404], [1.4367, -4.4740, 1.6173], [0.8813, 0.1269, -0.2990], [-1.2022, -0.5860, -1.5645], [0.2523, 0.2185, -0.0192], [-0.9864, -0.4439, 0.1385], [0.2130, 0.0539, 0.0444], [-0.8342, 2.3851, -3.6557], [0.5213, -0.1117, -2.2122], [-0.5569, -0.2744, 0.1640], [-0.0280, 0.0101, 0.1695]],
  "mulliken_spin": [0.395, 0.002, 0.014, -0.004, 0.001, 0.027, 0.060, -0.002, 0.013, -0.007, 0.001, 0.023, -0.001, 0.011, 0.053, 0.061, 0.047, 0.295, 0.000, 1.005, 0.004]
}

=====

What did the second record say?
{
  "formula": "C6H8O3",
  "method": "ωB97M-V/def2-TZVPD",
  "e_above_lowest_kcal_mol": 59.8,
  "orbital_gap_ha": 0.323,
  "lumo_energy_ha": 0.021,
  "elements": ["C", "H", "C", "H", "H", "C", "H", "C", "H", "O", "O", "C", "O", "H", "H", "C", "H"],
  "coordinates": [[-1.088, -1.021, -1.468], [-0.838, 2.121, 0.177], [1.719, -0.146, -0.130], [-2.410, 0.862, 0.621], [0.206, 1.581, -1.289], [-0.264, 1.357, -0.340], [-0.170, -1.178, -1.999], [-1.210, -0.127, -0.491], [-0.523, 0.675, 2.382], [2.234, 0.285, -1.129], [2.150, -1.265, 0.479], [0.234, 0.143, 1.829], [-2.372, -0.006, 0.202], [0.801, -0.613, 2.344], [2.974, -1.549, 0.053], [0.512, 0.466, 0.532], [-1.954, -1.585, -1.774]],
  "forces_ev_per_angstrom": [[0.1573, 0.1378, 0.3053], [-0.0595, -0.0081, -0.2691], [-0.4079, -0.4389, 0.0469], [-0.0727, -0.2367, -0.0762], [-0.1093, 0.2493, 0.1655], [-1.3948, -4.2337, 0.1229], [0.2120, 0.2858, -0.2403], [-0.9898, 3.8930, -2.3927], [-0.2077, -0.0198, 0.0330], [0.0605, 0.1698, -0.0003], [0.1720, 0.0138, 0.2192], [0.7940, 0.8168, -1.2434], [0.0619, -0.1915, 0.3954], [0.0565, -0.0395, 0.0034], [-0.1721, 0.1193, -0.0952], [1.9002, -0.0302, 2.6101], [-0.0006, -0.4873, 0.4155]],
  "mulliken_charge": [-0.982, 0.341, 0.194, 0.339, 0.298, -0.981, 0.287, 0.580, 0.249, -0.561, -0.451, -0.829, -0.525, 0.329, 0.347, 1.048, 0.316]
}